[1]
DFT (ωB97M-V/def2-TZVPD) results for 8 unconnected molecules or ions with the total composition C13H42N9O8.

Summary:
- Frontier orbital gap: 6.00 eV
- Net charge: -1
- Electronic energy: -1615.34403 Ha
- HOMO level: -0.14083 hartree

Last column: Löwdin charge in e.
CARTESIAN COORDINATES (ANGSTROEM)
C 5.148 11.616 0.546  -0.3931
O 5.615 11.403 -0.730  -0.4104
H 4.133 12.092 0.549  0.0181
H 4.943 10.618 0.991  0.0321
H 5.856 12.299 1.050  0.0495
C 4.978 15.698 0.474  -0.0831
C 3.718 15.029 -0.050  -0.3285
O 3.070 15.917 -0.960  -0.0825
H 4.735 16.683 0.881  0.0698
H 5.785 15.769 -0.251  0.0720
H 5.325 15.094 1.318  0.0642
H 3.083 14.792 0.808  0.0856
H 4.030 14.121 -0.575  0.0927
H 2.566 15.402 -1.596  0.0704
C 8.317 11.936 3.179  -0.0730
C 7.087 12.086 4.072  -0.3117
O 7.321 11.284 5.237  -0.0945
H 8.446 12.817 2.542  0.0735
H 8.267 11.053 2.550  0.0614
H 9.205 11.939 3.815  0.0683
H 6.195 11.645 3.618  0.0740
H 6.730 13.116 4.190  0.1071
H 7.987 11.726 5.771  0.0715
C 3.907 8.646 3.464  -0.6729
O 4.975 8.081 3.626  0.0150
N 3.725 9.990 3.614  0.1683
N 2.803 7.959 3.010  0.1448
H 2.806 10.379 3.536  0.0886
H 4.540 10.504 3.895  0.0799
H 1.892 8.373 2.958  0.0861
H 2.950 6.997 2.773  0.0975
C 2.837 10.552 -2.848  -0.6930
O 2.088 10.231 -3.762  -0.0111
N 3.165 11.837 -2.464  0.1274
N 3.537 9.700 -2.057  0.1538
H 2.677 12.629 -2.834  0.0859
H 4.092 11.837 -2.024  0.0425
H 3.425 8.707 -2.095  0.0938
H 4.129 10.176 -1.370  0.0547
C 8.402 8.373 0.834  -0.6846
O 8.610 8.625 -0.335  0.0334
N 9.381 7.845 1.664  0.1249
N 7.211 8.605 1.461  0.1706
H 9.126 7.589 2.601  0.0775
H 10.119 7.337 1.215  0.0854
H 7.154 8.431 2.449  0.0706
H 6.457 9.036 0.953  0.0851
C 0.418 13.374 0.413  -0.6935
O -0.176 13.321 -0.648  0.0205
N 1.467 12.545 0.710  0.1557
N 0.016 14.205 1.433  0.1410
H 1.938 12.549 1.592  0.0791
H 1.745 11.989 -0.084  0.0873
H -0.758 14.802 1.219  0.0945
H 0.520 14.272 2.296  0.0833
C 4.568 13.498 -5.529  -0.0667
C 5.986 13.252 -4.990  -0.4191
C 6.389 14.250 -3.914  -0.1955
O 7.792 14.170 -3.664  -0.1718
C 8.573 15.053 -4.393  -0.1571
N 6.069 11.925 -4.334  0.0641
H 4.237 12.673 -6.156  0.0733
H 4.565 14.397 -6.161  0.0689
H 3.898 13.653 -4.685  0.0587
H 6.708 13.319 -5.807  0.1288
H 5.907 14.049 -2.954  0.1237
H 6.159 15.293 -4.180  0.1172
H 8.164 16.059 -4.578  0.0797
H 8.793 14.675 -5.406  0.0796
H 9.509 15.185 -3.851  0.0828
H 5.264 11.876 -3.710  0.0396
H 5.924 11.199 -5.028  0.0680

***

[2]
DFT (ωB97M-V/def2-TZVPD) results for 8 unconnected molecules or ions with the total composition C13H42O8.

Summary:
- Frontier orbital gap: 9.45 eV
- SMILES: CCO.CCO.CCO.CCO.CCO.CCO.CO.O
- Net charge: 0
- Electronic energy: -1122.35598 Ha
- HOMO level: -0.34828 hartree

Last column: natural (NBO) charge in e.
CARTESIAN COORDINATES (ANGSTROEM)
C -3.883 -2.134 1.010  -0.2458
O -2.490 -2.238 0.661  -0.7577
H -4.184 -1.091 0.934  0.1756
H -4.504 -2.743 0.354  0.1781
H -4.032 -2.482 2.032  0.1848
H -2.381 -2.942 0.017  0.4811
O -0.248 -0.607 -0.078  -1.0093
H -0.705 0.237 -0.251  0.5107
H -0.941 -1.229 0.199  0.5074
C -1.655 2.098 1.479  -0.6338
C -2.476 2.153 0.212  -0.0668
O -1.681 1.628 -0.877  -0.7521
H -0.652 2.499 1.351  0.2268
H -1.589 1.071 1.846  0.2112
H -2.143 2.674 2.268  0.2235
H -2.748 3.185 -0.031  0.1710
H -3.394 1.572 0.336  0.1638
H -2.225 1.593 -1.669  0.4813
C 0.215 -3.236 -2.492  -0.6314
C 1.609 -2.785 -2.077  -0.0598
O 1.704 -1.367 -1.980  -0.7557
H -0.523 -3.035 -1.710  0.1811
H 0.162 -4.298 -2.743  0.2116
H -0.094 -2.694 -3.390  0.2105
H 2.318 -3.068 -2.855  0.1760
H 1.905 -3.245 -1.128  0.1565
H 1.023 -1.058 -1.359  0.4927
C 0.890 1.399 -4.254  -0.6335
C -0.221 0.405 -4.005  -0.0621
O -1.416 0.836 -4.656  -0.7337
H 1.153 1.364 -5.317  0.2092
H 1.795 1.123 -3.712  0.2260
H 0.614 2.429 -4.037  0.2052
H -0.366 0.229 -2.931  0.1611
H 0.090 -0.573 -4.391  0.1628
H -2.190 0.662 -4.119  0.4612
C -1.852 -1.506 3.920  -0.6386
C -0.839 -1.071 4.969  -0.0559
O 0.481 -1.450 4.661  -0.7455
H -2.867 -1.457 4.332  0.2017
H -1.670 -2.541 3.626  0.2140
H -1.807 -0.884 3.026  0.1915
H -1.076 -1.484 5.951  0.1684
H -0.909 0.023 5.101  0.1428
H 0.712 -1.089 3.786  0.4973
C 1.278 3.201 -0.834  -0.6455
C 2.280 3.773 -1.810  -0.0617
O 3.061 4.825 -1.254  -0.7166
H 0.789 2.325 -1.263  0.2244
H 0.510 3.892 -0.474  0.1926
H 1.780 2.856 0.079  0.2117
H 1.741 4.129 -2.694  0.1531
H 2.961 2.977 -2.102  0.1824
H 2.458 5.467 -0.866  0.4587
C 3.727 -0.911 2.763  -0.6265
C 2.704 -1.035 1.650  -0.0570
O 1.430 -0.639 2.162  -0.7838
H 3.528 -1.661 3.528  0.2144
H 3.669 0.077 3.220  0.2127
H 4.731 -1.056 2.366  0.2087
H 2.657 -2.081 1.323  0.1548
H 2.971 -0.417 0.790  0.1693
H 0.816 -0.596 1.409  0.5046

***

[3]
DFT (ωB97M-V/def2-TZVPD) results for 9 unconnected molecules or ions with the total composition C13H44BF4N12O8.

Summary:
- Frontier orbital gap: 7.89 eV
- Net charge: -1
- Electronic energy: -2205.46710 Ha
- HOMO level: -0.19917 hartree

Last column: Löwdin charge in e.
CARTESIAN COORDINATES (ANGSTROEM)
B 10.224 -26.784 -24.734  -1.2731
F 10.256 -26.132 -23.490  0.1130
F 10.375 -25.917 -25.836  0.0883
F 11.329 -27.637 -24.811  0.1110
F 8.990 -27.455 -24.768  0.1064
C 10.777 -24.543 -29.046  -0.6692
O 10.794 -23.547 -28.345  0.0538
N 10.697 -25.819 -28.613  0.1729
N 10.576 -24.478 -30.407  0.1186
H 10.762 -26.045 -27.636  0.0602
H 10.646 -26.643 -29.183  0.0791
H 10.435 -23.603 -30.879  0.0824
H 10.635 -25.245 -31.051  0.0692
C 5.885 -29.945 -25.675  -0.6889
O 6.215 -30.267 -26.814  -0.0030
N 6.711 -29.437 -24.728  0.1726
N 4.601 -30.115 -25.250  0.1370
H 6.407 -29.211 -23.802  0.0984
H 7.590 -29.077 -25.069  0.0793
H 4.427 -29.930 -24.278  0.0854
H 3.932 -30.657 -25.760  0.0966
C 7.341 -25.669 -28.031  -0.6751
O 7.579 -24.653 -27.410  0.0561
N 7.633 -26.928 -27.522  0.1607
N 6.808 -25.738 -29.274  0.1444
H 7.185 -27.735 -27.915  0.0725
H 8.149 -27.025 -26.665  0.0598
H 6.600 -26.609 -29.716  0.0849
H 6.533 -24.825 -29.595  0.1024
C 11.028 -22.698 -22.880  -0.6829
O 11.463 -22.050 -23.809  0.0391
N 9.719 -22.763 -22.512  0.1507
N 11.841 -23.508 -22.102  0.1408
H 9.489 -23.456 -21.828  0.0757
H 9.027 -22.300 -23.070  0.0977
H 11.353 -24.006 -21.385  0.0676
H 12.761 -23.682 -22.456  0.0941
C 13.326 -23.890 -26.249  -0.6735
O 12.355 -23.171 -26.082  0.0419
N 14.485 -23.479 -26.842  0.1389
N 13.322 -25.200 -25.874  0.1679
H 15.216 -24.151 -26.970  0.0718
H 14.569 -22.502 -27.043  0.0965
H 14.130 -25.739 -26.120  0.0794
H 12.519 -25.576 -25.408  0.0729
C 10.927 -31.209 -28.284  -0.0649
C 11.275 -30.223 -27.197  -0.4190
C 12.763 -29.836 -27.130  -0.1852
O 13.585 -30.989 -27.128  -0.2022
C 14.853 -30.807 -26.562  -0.1297
N 10.499 -28.991 -27.393  0.0522
H 11.382 -32.191 -28.145  0.0712
H 11.318 -30.849 -29.240  0.0803
H 9.849 -31.343 -28.385  0.0740
H 10.930 -30.542 -26.207  0.1384
H 12.937 -29.310 -26.185  0.1148
H 13.082 -29.211 -27.970  0.1305
H 15.527 -31.618 -26.827  0.0817
H 14.797 -30.595 -25.491  0.0871
H 15.330 -29.925 -27.014  0.0817
H 9.501 -29.131 -27.471  0.0605
H 10.635 -28.377 -26.598  0.0326
C 11.113 -28.276 -21.287  -0.0541
C 10.009 -28.635 -20.294  -0.4040
C 10.403 -29.009 -18.829  -0.1948
O 11.016 -27.867 -18.228  -0.2045
C 11.533 -28.167 -16.964  -0.1266
N 9.112 -27.481 -20.122  0.0263
H 11.507 -27.261 -21.270  0.0765
H 10.641 -28.406 -22.261  0.0648
H 11.991 -28.923 -21.210  0.0748
H 9.375 -29.440 -20.675  0.1247
H 11.046 -29.890 -18.776  0.1184
H 9.449 -29.274 -18.364  0.1168
H 10.708 -28.470 -16.308  0.0890
H 11.920 -27.218 -16.584  0.0877
H 12.357 -28.887 -16.963  0.0869
H 9.072 -26.845 -20.910  0.0627
H 9.587 -26.953 -19.394  0.0538
O 9.573 -23.458 -25.914  -0.0847
H 9.896 -24.378 -25.815  -0.0069
H 8.720 -23.457 -25.471  0.0148